1.
This record from the OMol25 dataset describes a molecular structure, C42H57N3O14P2Sb2Sr at a distorted geometry. The level of theory is ωB97M-V/def2-TZVPD.

Properties
* HOMO level: -2.8 eV
* strongest force on any atom: 13.8 eV/A
* lowest unoccupied orbital energy: 3.6763 eV

The geometry in ORCA input format:
```
! RIJCOSX wB97M-V def2-TZVPD def2/J DEFGRID3
* xyz -2 1
C -1.24 6.23 -0.52
H -2.35 4.31 3.02
C 3.84 1.99 -1.52
O 1.24 2.57 -1.28
Sb 1.55 -2.34 1.89
H -4.00 -6.99 -1.38
N 4.98 2.88 -1.92
C -1.39 1.51 -4.45
C 1.89 -5.57 -1.89
H 2.35 2.60 2.80
H 3.98 2.07 1.71
H -4.32 -4.66 -0.68
H -2.40 1.92 -4.53
O 6.03 0.91 -0.66
H -3.47 -0.71 1.42
H -0.56 -4.06 2.47
H 2.23 1.11 2.26
C -4.35 -1.31 1.20
H 0.08 6.55 -2.20
N 0.27 3.94 1.80
C 3.30 -4.59 3.32
H -0.41 0.25 2.60
C -0.30 6.77 1.71
H 3.77 1.44 -3.55
H 1.99 -2.26 -1.10
O -1.54 1.98 -2.10
H 2.10 -3.79 -3.06
H -1.34 4.11 -3.76
C -6.64 -2.74 0.62
H -1.44 0.43 -4.33
C 3.69 -5.53 4.26
H -1.12 -3.43 -3.21
C -2.39 -6.54 -2.72
C 1.23 -4.29 4.46
H 0.95 -5.47 6.24
H -5.25 -0.92 3.11
H 0.22 1.87 2.10
H 2.25 2.91 -3.60
H 2.70 0.52 -2.57
C -2.77 -3.88 -1.93
O 0.99 0.21 1.10
C -1.34 -1.89 -0.12
H 4.85 3.21 -2.87
C -0.70 2.13 -3.22
H 0.64 7.28 -0.68
H -5.77 -3.01 -1.32
H 4.46 0.21 -2.53
H 1.58 -5.63 1.48
C 2.84 -5.87 5.30
H -3.28 5.31 0.94
C 1.74 -6.08 -0.61
P 4.63 1.15 -0.15
H -0.41 -1.70 -0.67
C -0.41 3.60 -3.51
C -1.77 -4.22 -2.83
O 3.05 4.35 -0.73
H -1.81 7.16 -0.61
C -4.46 -1.92 -0.04
H -3.68 5.42 3.39
H -2.25 -7.56 -3.03
H 1.67 -7.15 -0.45
C 2.05 -3.97 3.38
C -3.37 -6.22 -1.80
O 2.81 1.74 2.75
C 1.98 -4.20 -2.07
H -1.45 -1.04 0.53
H 1.37 6.81 2.88
H 3.96 -4.31 2.51
O 2.70 3.65 -3.11
C 1.61 -5.23 5.41
P 2.56 3.20 -1.53
C -2.61 5.89 1.57
C -0.11 0.89 1.75
N 0.74 6.20 2.37
C 1.70 -5.23 0.49
H 0.77 5.54 -0.92
H 4.66 -6.00 4.19
H 0.03 4.07 -2.64
H 3.13 -6.61 6.03
H -0.95 -3.98 0.09
C 0.15 6.41 -1.12
H -0.80 -5.79 -3.94
C 3.66 0.97 -2.56
O -0.50 7.97 1.76
H 5.84 2.30 -1.73
C 1.03 4.80 2.45
H 0.27 -3.78 4.55
C -0.58 -3.07 2.01
H -1.08 -2.35 2.66
O 4.70 2.23 1.02
O 0.60 0.28 -2.33
O 3.80 -0.04 0.23
C 1.79 -3.85 0.31
H -1.08 2.33 -1.32
C 1.93 -3.34 -0.98
Sb -2.90 -1.68 -1.58
H 4.90 3.69 -1.27
O 1.45 1.50 -4.02
Sr 2.18 0.79 -0.81
C -1.36 -3.16 0.68
H -1.77 5.44 -1.05
C -5.36 -1.42 2.15
H -7.55 -3.29 0.39
C 0.60 1.28 -3.12
H -2.40 -3.39 0.93
C -1.58 -5.53 -3.23
H 0.29 3.69 -4.34
H -2.00 5.92 3.66
C -5.64 -2.60 -0.33
H 1.92 -6.24 -2.74
O 1.98 4.49 3.17
C -6.50 -2.15 1.87
H -0.82 1.75 -5.35
O -1.42 3.51 0.37
H -7.28 -2.26 2.62
C -1.19 5.80 0.96
C -2.66 5.35 3.00
C -0.75 4.32 1.02
H -0.90 1.08 1.03
H -2.92 6.94 1.56
C -3.56 -4.90 -1.41
*
```



2.
This record from the OMol25 dataset describes a molecular structure, C42H59Br2N8O3RbSeSi. The level of theory is ωB97M-V/def2-TZVPD.

Properties
* HOMO level: -6.1 eV
* strongest force on any atom: 0.4 eV/A
* lowest unoccupied orbital energy: -0.1112 eV

The geometry in ORCA input format:
```
! RIJCOSX wB97M-V def2-TZVPD def2/J DEFGRID3
* xyz 0 1
H -3.81 -2.43 3.81
C 4.38 -1.05 -2.59
H -3.06 4.17 -1.51
H 0.13 -5.66 -3.68
C 0.74 -5.21 -2.89
C -4.57 0.56 -2.37
C 3.60 -3.09 -1.92
H -4.62 2.88 4.02
Rb 1.27 -0.81 0.06
H 4.07 -3.09 3.93
N -1.78 2.86 0.36
C 5.36 -3.02 -3.49
N 0.48 -3.70 -0.30
H -2.12 -2.58 4.32
H 1.44 3.48 4.75
H -3.73 5.54 -0.62
H -3.89 -2.63 1.11
H -5.91 1.09 2.93
C -2.86 -2.79 1.44
H -2.92 -0.99 4.28
C -3.36 0.21 -1.51
H 6.11 0.91 -3.51
H 1.29 -6.29 -0.08
C 1.95 2.16 2.51
H 4.52 -4.85 -2.75
C 1.81 -5.58 0.56
C -2.99 5.25 -1.36
C 5.25 1.29 -2.99
C -1.03 0.12 3.03
C 5.31 -1.63 -3.44
Br 6.38 3.83 -3.53
H 4.60 3.77 2.89
C -1.65 -0.77 1.96
H -2.63 3.86 2.92
C -4.26 1.58 -3.47
Br 6.62 -3.86 -4.63
C 2.25 3.96 4.21
C -1.83 2.05 -0.74
H -3.95 0.13 -5.05
C -5.05 1.50 2.43
H 1.39 -5.99 -2.48
H -0.65 -2.33 -2.91
N 2.56 3.28 2.96
H -0.36 5.90 0.81
H 3.13 3.96 4.86
H 1.08 1.08 4.15
C 3.10 2.22 -1.63
O 2.35 1.55 1.54
H 3.88 3.19 1.37
N -2.44 -1.77 2.38
C 4.51 -3.77 -2.72
H -2.19 -2.78 0.58
H 5.98 -1.05 -4.06
O 0.00 0.84 2.40
C 1.41 -4.20 0.51
C 3.03 -3.75 2.15
H 2.90 -3.64 -1.31
C -1.59 5.69 -0.94
H -2.79 -3.77 1.91
H 3.85 4.21 -1.99
H 1.38 -4.46 -3.36
N 3.23 0.91 -1.78
H -4.94 -0.36 -2.81
N -2.96 1.31 -0.64
C 5.09 2.65 -2.82
H -1.79 0.78 3.46
C -2.83 -1.95 3.77
C 3.69 -2.68 2.99
H 0.10 2.47 3.65
H -1.54 6.78 -1.01
H 2.98 -1.89 3.21
C -3.59 1.58 0.56
H -2.46 0.66 -4.26
H -2.02 5.50 1.16
H 4.54 -2.24 2.45
H -2.17 -6.12 -1.88
H -1.91 -2.50 -1.69
C 3.46 -5.06 2.22
H -3.27 5.72 -2.31
H -3.55 -0.65 -0.87
C -4.70 1.02 1.17
H -5.27 0.24 0.69
C -2.85 2.58 1.19
N 2.06 -3.33 1.35
H -3.73 2.43 -3.05
C 4.00 3.15 -2.13
H -0.41 3.66 1.67
C -3.20 3.08 2.44
H -5.36 0.94 -1.72
Se -0.60 2.00 -2.10
H 2.23 2.55 -1.08
H -0.61 -0.50 3.84
H 4.26 -5.36 2.88
H 3.53 4.83 1.95
H 1.97 5.00 4.02
H 0.08 3.60 -0.03
C -0.75 3.83 0.64
Si -0.36 -4.42 -1.58
H -2.33 -5.30 -0.33
H 3.10 -7.03 1.41
C 4.28 0.44 -2.45
C -4.31 2.52 3.05
H -2.01 -3.43 -3.20
C -1.33 -3.05 -2.43
C -1.20 5.28 0.48
H -5.21 1.96 -3.87
C 0.72 1.65 3.28
C 3.71 3.80 2.25
H -0.86 5.29 -1.65
C 2.81 -5.98 1.39
H -2.48 -0.04 -2.12
H -3.27 1.72 -5.40
N 3.54 -1.77 -1.85
O -1.38 -0.58 0.79
C -1.61 -5.72 -1.03
H -1.12 -6.56 -0.53
C -3.44 0.98 -4.61
*
```



Values of Kohn-Sham gap, in order: 0.237; 0.219, all in Ha.
Values of energy relative to the best compared isomer or geometry (same formula, charge and spin), in order: 179.2; 8.0, all in kcal/mol.